No. 1
91
Properties=species:S:1:pos:R:3:forces:R:3 method="wB97M-V/def2-TZVPD" charge=-1 spin_multiplicity=4 relative_energy_ev=1.1920 lumo_energy_ev="2.38 / 2.38" orbital_gap_ev="3.82 / 5.20" e_tot_ha=-3794.8055 s2=3.770
Tc -0.33926 0.03974 -0.36432 -0.7 0.2 0.1
O 2.10298 -1.26151 2.51105 -1.0 0.1 -0.6
C 0.97695 -1.07936 2.08122 1.0 -0.6 1.1
O 0.53417 0.15596 1.72926 0.4 -0.4 1.2
C -0.11930 -2.13702 2.16892 -0.1 0.3 -0.2
C -1.52303 -1.52716 2.02904 -0.3 0.1 0.9
C -2.57207 -2.56436 2.45486 0.0 0.2 0.0
C -2.59050 -3.49389 1.22841 0.0 0.0 -0.2
C -1.49373 -2.85267 0.36010 -0.2 -0.9 -0.1
O -1.69823 -1.46133 0.61456 -0.3 -0.2 0.5
C -0.11799 -3.13686 0.98630 0.7 0.1 -0.5
C 1.02698 -2.82298 -0.03708 -0.7 -1.2 0.7
O 1.62100 -3.76387 -0.53994 0.2 -0.4 -0.2
O 1.22274 -1.59824 -0.23538 0.2 1.2 -0.4
H 0.02633 -2.66139 3.11932 0.0 0.2 -0.1
H -1.65322 -0.53569 2.46436 0.0 -0.1 -0.1
H -3.53534 -2.08295 2.61301 0.0 0.0 0.0
H -2.28062 -3.07228 3.37130 0.0 0.0 0.1
H -3.55020 -3.44980 0.71344 0.0 -0.1 0.0
H -2.36791 -4.52967 1.47252 0.0 -0.1 0.0
H -1.57084 -3.07204 -0.70601 0.1 0.2 0.1
H -0.01473 -4.17360 1.30805 -0.1 0.1 -0.1
C 2.98439 1.83764 1.85376 -0.8 -0.1 0.2
Si 1.22283 1.47892 2.52041 1.0 0.4 0.7
C 1.34667 0.94827 4.36167 -0.1 0.3 -0.6
C 0.05962 2.95074 2.40887 -0.2 0.3 -0.2
C 0.32192 3.91366 3.40079 0.3 -0.6 -0.1
C -0.37493 5.09367 3.49762 -0.3 0.5 -0.1
C -1.37015 5.36950 2.56526 0.2 -0.1 0.2
C -1.65068 4.42913 1.58987 -0.1 0.4 0.1
C -0.97553 3.21836 1.48035 0.4 -0.6 0.0
Si -1.67083 1.99864 0.14353 -0.5 -0.1 0.0
C -2.01032 3.20196 -1.35177 0.0 -0.4 0.5
C -3.42107 1.68458 0.96046 0.6 0.2 -0.3
H 3.41450 2.71689 2.32776 0.0 0.2 0.1
H 2.95562 2.02225 0.78182 -0.1 0.0 -0.1
H 3.64784 0.99556 2.03742 -0.1 -0.2 0.0
H 1.96802 1.64522 4.91354 0.1 0.2 0.1
H 1.79695 -0.03434 4.46175 0.1 0.0 -0.1
H 0.37121 0.93052 4.84274 -0.2 0.1 0.0
H 1.10552 3.71409 4.11793 0.1 0.0 0.2
H -0.15355 5.79755 4.29046 0.0 0.0 0.0
H -1.92104 6.30004 2.61038 -0.1 0.0 0.0
H -2.43851 4.64352 0.88303 -0.1 0.0 -0.1
H -2.92734 3.77498 -1.23639 -0.2 0.2 0.1
H -2.10295 2.62999 -2.26669 0.0 -0.2 -0.2
H -1.18827 3.89906 -1.48613 0.2 0.1 0.0
H -4.13657 2.44258 0.66134 -0.3 0.3 0.0
H -3.34901 1.71168 2.04570 0.1 0.0 0.2
H -3.83693 0.72386 0.68259 0.0 -0.3 -0.1
O -0.95558 -0.14644 -2.27648 -1.0 -0.6 -1.5
C -2.08636 -0.50047 -2.99875 0.6 0.1 -0.2
C -1.97768 -1.94418 -3.42964 0.2 -0.6 -0.1
C -2.92276 -2.80133 -3.92711 0.3 0.5 0.3
C -2.38188 -4.04144 -4.31102 0.3 -0.5 -0.2
C -1.03761 -4.11841 -4.10418 0.2 0.5 0.1
S -0.40221 -2.66380 -3.42671 -0.8 -0.2 -0.1
C -2.02743 0.30807 -4.27119 0.1 0.5 -0.4
C -2.85293 0.37198 -5.35792 0.2 -0.2 0.7
C -2.37563 1.25184 -6.34498 0.3 0.4 -0.3
C -1.19490 1.83946 -5.99697 0.2 -0.2 0.4
S -0.63552 1.31978 -4.44064 -0.8 -0.1 -0.7
C -3.40662 -0.26094 -2.31060 -0.6 -0.3 0.2
C -4.28792 0.77287 -2.48024 0.6 -0.2 0.0
C -5.46895 0.63168 -1.73177 -0.4 -0.3 0.4
C -5.50415 -0.52755 -1.01538 0.5 -0.2 -0.2
S -4.06816 -1.46123 -1.24411 -0.6 0.9 -0.3
H -3.96661 -2.55408 -3.99786 -0.2 0.1 0.0
H -2.96604 -4.84695 -4.72762 0.0 -0.1 0.0
H -0.37462 -4.93377 -4.31430 0.1 -0.2 0.0
H -3.77001 -0.18984 -5.42395 -0.1 -0.1 0.0
H -2.88955 1.44084 -7.27381 0.0 0.1 -0.1
H -0.62091 2.54670 -6.56160 0.1 0.2 -0.2
H -4.09306 1.60846 -3.12719 0.1 0.1 -0.1
H -6.25770 1.36428 -1.72026 -0.1 0.1 0.0
H -6.26200 -0.89152 -0.35044 -0.2 0.0 0.1
C 2.39774 3.55512 -1.92205 -0.1 0.1 0.2
N 2.72763 2.23173 -2.39872 -0.2 -0.1 0.0
C 3.70751 2.15182 -3.45323 0.1 -0.2 -0.2
C 1.95529 1.17345 -2.03320 0.0 0.5 0.6
C 2.19407 -0.13282 -2.71602 -0.3 -0.2 0.1
O 1.12078 1.34655 -1.12376 1.7 0.7 -1.0
H 1.89270 4.13019 -2.70322 0.0 0.1 0.0
H 3.30726 4.07981 -1.62045 0.0 0.0 0.0
H 1.73120 3.45824 -1.07025 0.0 0.1 0.0
H 4.32453 3.04910 -3.41483 0.0 0.0 0.0
H 3.24105 2.08874 -4.44385 0.1 0.0 0.0
H 4.35507 1.28584 -3.31292 0.0 0.0 -0.1
H 2.30920 -0.01439 -3.79037 0.0 0.1 -0.1
H 1.34207 -0.77371 -2.51384 0.1 0.0 0.0
H 3.07388 -0.62468 -2.30156 0.1 0.0 0.0



No. 2
86
Properties=species:S:1:pos:R:3:forces:R:3 method="wB97M-V/def2-TZVPD" charge=+1 relative_energy_ev=0.0000 lumo_energy_ev=-3.45 orbital_gap_ev=6.91 e_tot_ha=-5243.9882
Al 0.51500 1.44093 -0.67078 -0.7 1.1 -0.4
Cl 2.08108 4.40588 5.65618 0.4 0.0 -0.1
C 2.00218 3.84515 4.01635 0.0 0.0 0.0
C 0.77856 3.33254 3.61945 1.3 0.9 0.1
C 0.61686 3.01089 2.30814 -0.4 -0.9 -0.5
Cl -0.91144 2.46576 1.69001 -0.5 -0.2 -0.1
C 1.65772 2.94194 1.41095 1.6 1.1 0.7
O 1.50222 2.56318 0.17925 -0.2 -0.3 -1.1
C 2.91861 3.40581 1.87307 -0.2 -0.1 -0.9
Cl 4.27409 3.40032 0.77279 -0.5 0.0 0.2
C 3.07910 3.93398 3.12648 -1.2 -0.4 0.7
H 0.00859 3.32899 4.32344 -1.3 -0.1 0.8
H 3.98512 4.39956 3.40326 0.9 0.3 0.3
C 3.03201 -1.60697 3.08254 -1.6 0.7 -0.2
C 3.36059 -2.22325 1.85231 -0.4 0.9 -0.2
C 2.82106 -1.80364 0.65246 -0.6 0.1 0.6
C 1.78665 -0.77748 0.59306 1.9 -0.8 -0.2
C 1.25293 -0.43715 1.84492 -1.2 0.4 1.5
C 1.95832 -0.72533 3.07000 0.9 -0.5 0.3
N 1.37068 -0.12641 -0.49407 0.2 -1.4 -0.3
C 1.90881 -0.54661 -1.75621 0.4 -0.8 -2.1
C 3.27650 -0.28311 -2.05112 -1.5 -1.1 0.3
C 3.85594 -0.95845 -3.10333 0.3 0.4 -1.2
C 3.08881 -1.70947 -4.00390 0.1 -0.4 -0.2
C 1.73158 -1.91730 -3.79983 0.2 0.8 1.4
C 1.12182 -1.29620 -2.69600 -0.2 -0.2 1.6
H 3.51860 -1.90967 3.99022 0.1 0.1 0.2
H 4.09857 -3.01115 1.87031 0.1 0.0 -0.2
H 3.21972 -2.28245 -0.20981 -0.1 0.0 -0.8
H 0.55474 0.41258 1.90590 0.4 -0.2 -0.1
H 1.54027 -0.24472 3.96379 0.5 -0.4 -0.2
H 3.88018 0.30653 -1.39230 0.1 0.3 0.4
H 4.92971 -0.84276 -3.27618 -0.4 0.0 0.0
H 3.51841 -2.19543 -4.88842 0.2 0.2 0.6
H 1.20444 -2.66709 -4.35503 -0.4 0.1 -0.5
H 0.04619 -1.52827 -2.42606 1.4 0.4 -0.5
C -4.38354 -2.90966 4.00334 0.0 0.0 0.0
C -3.03747 -3.52694 3.61067 -0.4 1.2 -0.2
C -1.83730 -2.90897 4.33547 0.2 -0.9 0.1
C -1.26299 -1.62713 3.75685 -0.6 1.4 -0.5
Ge -0.23755 -1.98783 2.13491 0.0 -0.4 0.2
C -1.18177 -2.26034 0.46506 -0.2 -0.4 -0.6
C -1.43261 -3.75813 0.19480 0.9 0.3 -1.5
C -1.97052 -4.01823 -1.21668 -1.3 -1.4 -0.7
C -3.52520 -3.78927 -1.25178 1.5 0.3 0.4
H -5.19077 -3.45321 3.53438 -0.3 -0.3 -0.1
H -4.49337 -1.89341 3.66684 0.1 0.6 -0.1
H -4.58419 -2.90791 5.07793 0.3 -0.2 0.0
H -2.93017 -3.46742 2.51518 0.0 0.0 0.3
H -3.11402 -4.55273 3.87185 0.2 -1.1 0.1
H -1.04833 -3.69012 4.40284 -0.3 0.5 0.1
H -2.17489 -2.71029 5.34901 0.2 0.0 0.3
H -0.64546 -1.09379 4.49107 0.0 -0.3 -0.2
H -2.06199 -0.89645 3.47396 0.4 -0.6 0.3
H 0.61195 -3.21503 2.42330 0.3 -0.1 -0.1
H -0.61788 -1.86233 -0.38480 0.2 -0.1 0.2
H -2.12722 -1.75320 0.40900 -0.5 0.5 0.3
H -2.08860 -4.23466 0.88603 -0.4 -0.2 0.7
H -0.49352 -4.27937 0.21422 0.7 -0.3 0.5
H -1.81867 -5.10678 -1.50114 0.1 1.1 0.5
H -1.43475 -3.47058 -2.00701 -0.2 0.2 0.4
H -4.04989 -4.67388 -0.93671 -0.2 -0.4 0.0
H -3.90628 -3.45082 -2.19162 -0.2 0.0 -0.7
H -3.75123 -3.02576 -0.52674 -0.3 0.5 0.3
C -0.07536 4.96100 -1.85433 0.4 1.0 -0.1
N 0.77957 4.52138 -2.94021 0.1 -0.6 0.6
C 0.83508 5.38569 -4.07973 0.1 -0.2 -0.2
C 0.78295 3.09088 -3.16264 0.6 0.1 0.9
C -0.54918 2.36393 -3.11307 -0.2 0.9 -1.1
C -1.49308 2.60194 -4.13728 1.2 -0.1 -0.2
C -2.69447 1.93248 -4.11126 -0.6 0.7 -1.0
C -2.97665 1.07724 -3.07451 -1.2 -0.6 0.4
C -2.11368 0.95202 -2.00841 0.1 0.0 -0.6
C -0.87324 1.57254 -2.02021 0.5 0.3 0.5
H 0.20143 6.00453 -1.53455 -0.4 -0.9 -0.5
H 0.10695 4.35025 -0.97477 -0.1 -0.2 0.1
H -1.13569 4.91054 -2.14357 0.0 0.2 0.3
H 1.18694 6.34435 -3.74552 0.3 0.5 0.0
H -0.10156 5.56305 -4.58788 -0.8 0.0 -0.2
H 1.50817 4.97976 -4.83275 0.2 0.1 0.1
H 1.45217 2.65819 -2.35574 -0.3 0.0 -0.2
H 1.37699 2.91118 -4.05253 -0.2 -0.2 -0.4
H -1.20880 3.23151 -5.00023 -0.3 -0.3 0.6
H -3.45000 2.13016 -4.88691 0.5 -0.3 0.3
H -3.92995 0.52676 -3.07065 0.5 0.4 0.1
H -2.42463 0.35370 -1.19533 -0.2 -0.7 0.9



No. 3
90
Properties=species:S:1:pos:R:3:forces:R:3 method="wB97M-V/def2-TZVPD" charge=-2 spin_multiplicity=3 relative_energy_ev=0.4353 lumo_energy_ev="4.58 / 4.57" orbital_gap_ev="5.43 / 5.80" e_tot_ha=-5502.9980 s2=2.025
Ti -0.22678 -0.65742 -0.56619 0.4 -1.3 -0.2
C 4.78910 -3.55831 1.11571 0.0 0.0 0.0
C 3.71595 -4.43113 0.95963 0.0 0.0 0.0
C 2.58310 -4.03876 0.27320 -0.1 0.1 0.0
C 2.46260 -2.75372 -0.30040 0.0 0.0 0.2
C 3.56290 -1.89869 -0.14298 -0.1 -0.1 0.0
C 4.69358 -2.29230 0.55757 0.0 0.0 0.0
N 1.28592 -2.37195 -0.93729 0.1 0.0 -0.1
C 0.80924 -3.25680 -1.86254 -0.2 0.0 -0.1
C 1.57128 -4.11174 -2.67961 0.0 0.0 0.0
C 0.96387 -4.92409 -3.62901 0.1 0.0 0.0
C -0.41653 -4.93716 -3.80038 -0.1 0.1 0.0
C -1.20453 -4.12822 -2.98613 0.2 -0.2 -0.1
C -0.60177 -3.31607 -2.03640 -0.1 0.1 0.2
N -1.27883 -2.51879 -1.13155 -0.1 0.4 -0.4
N -2.54628 -2.79714 -0.91675 0.0 -0.1 0.1
C -3.02234 -1.99310 0.05742 0.0 0.0 0.0
C -4.29562 -2.23616 0.62590 0.0 0.1 0.0
C -4.68951 -1.50169 1.71114 0.0 0.0 0.0
C -3.83269 -0.51363 2.22599 0.0 0.1 0.0
C -2.63759 -0.28923 1.57875 0.0 0.0 -0.1
N -2.23563 -0.98686 0.51199 0.2 0.2 0.1
H 5.67343 -3.85605 1.66775 0.0 0.0 0.0
H 3.75504 -5.42490 1.39486 0.0 0.0 0.0
H 1.74384 -4.71691 0.17062 0.0 0.0 0.0
H 3.52041 -0.91913 -0.58670 0.0 0.1 0.0
H 5.51371 -1.58910 0.66311 0.0 0.0 0.0
H 2.64950 -4.11872 -2.57360 0.0 0.0 0.0
H 1.58960 -5.55521 -4.25339 0.0 0.0 0.0
H -0.87398 -5.56463 -4.55685 0.0 0.0 0.0
H -2.28323 -4.12294 -3.06401 0.0 0.0 0.0
H -4.90423 -3.02244 0.20114 0.0 0.0 0.0
H -5.65338 -1.68694 2.17243 0.0 0.0 0.0
H -4.10070 0.08611 3.08543 0.0 0.0 0.0
H -1.95552 0.48790 1.89795 0.0 0.0 0.0
C 0.62753 0.13894 -4.75223 0.0 0.0 0.0
C 0.87198 0.24520 -3.26912 0.0 0.2 -0.1
O 0.03550 -0.37669 -2.54490 -0.3 -0.1 0.2
C 1.93754 0.97013 -2.78934 0.0 0.0 0.0
C 2.29534 1.08531 -1.41434 0.2 0.1 -0.1
C 3.59546 1.81021 -1.14695 0.0 0.0 0.0
N 1.58167 0.58371 -0.44906 0.0 0.1 0.1
N 2.13710 0.70533 0.83442 -0.3 -0.1 -0.1
C 1.46188 -0.03294 1.66239 0.2 0.1 0.2
O 0.41859 -0.72395 1.38749 -0.2 0.1 0.0
C 1.95896 -0.09625 3.06670 0.0 0.1 0.1
C 2.91436 0.80055 3.54224 0.0 0.0 0.0
C 3.35354 0.72224 4.85356 0.0 0.0 0.0
C 2.85026 -0.25708 5.70221 0.0 0.0 0.1
C 1.90214 -1.15283 5.23071 0.0 0.0 0.0
C 1.45340 -1.07103 3.92044 0.0 0.1 0.0
H 0.76410 -0.90031 -5.06103 0.0 0.0 0.0
H 1.29371 0.78049 -5.32879 0.0 0.0 0.0
H -0.40988 0.41014 -4.95414 0.0 0.0 0.0
H 2.58526 1.45757 -3.50565 0.0 0.0 0.0
H 4.30475 1.58609 -1.94453 0.0 0.0 0.0
H 4.01356 1.53852 -0.18227 0.0 0.0 0.0
H 3.41513 2.88840 -1.14910 0.0 0.0 0.0
H 3.29910 1.55283 2.86684 0.0 0.0 0.0
H 4.09285 1.42723 5.21642 0.0 0.0 0.0
H 3.19467 -0.31753 6.72868 0.0 0.0 0.0
H 1.50600 -1.92215 5.88355 0.0 0.0 0.0
H 0.71072 -1.75532 3.53388 0.0 0.0 0.0
C -4.44216 2.85515 0.65698 -0.1 -0.1 -0.2
Si -3.55805 2.45854 -0.98504 0.1 0.0 0.1
C -3.98036 3.91770 -2.13732 -0.1 -0.1 0.1
C -4.48684 0.97638 -1.70744 -0.1 0.1 0.1
As -1.29507 1.99843 -0.98216 0.0 0.2 0.0
Si -0.62471 3.57715 0.56414 0.0 -0.2 0.1
C 1.22429 3.94733 0.41666 -0.1 0.0 0.0
C -1.42570 5.29505 0.37071 0.1 0.0 0.0
C -0.87741 3.05386 2.37665 0.1 0.2 0.0
H -5.47559 3.15219 0.43683 0.0 0.0 0.0
H -3.97374 3.66454 1.21651 0.1 0.0 0.0
H -4.47381 1.96997 1.29733 0.0 0.0 0.0
H -5.06333 4.09388 -2.15236 0.0 0.0 0.0
H -3.65171 3.68304 -3.15324 0.0 0.0 0.0
H -3.48460 4.84055 -1.83299 0.0 0.0 0.0
H -5.53756 1.24315 -1.87581 0.0 0.0 0.0
H -4.45646 0.10996 -1.03944 0.0 0.1 0.0
H -4.05160 0.67635 -2.66389 0.0 0.0 0.0
H 1.48424 4.20444 -0.61394 0.0 0.0 0.0
H 1.82859 3.08912 0.71970 -0.1 0.0 0.0
H 1.47326 4.80031 1.05973 0.0 0.0 0.0
H -1.23212 5.68361 -0.63280 0.0 0.0 0.0
H -0.95486 5.97469 1.09239 0.0 0.0 0.0
H -2.50196 5.32131 0.53739 -0.1 -0.1 0.0
H -0.31768 2.13455 2.57515 0.0 0.0 0.0
H -1.92958 2.87069 2.61086 0.0 0.0 0.0
H -0.50461 3.82719 3.06056 0.0 0.0 0.0